[1]
The following is a quantum chemistry calculation of C19H28N6O2Pb as an isolated structure at a distorted geometry, from the Open Molecules 2025 dataset.

The orbital gap (alpha / beta) is 5.67 / 4.55 eV. Its spin multiplicity is 1. The calculation puts the molar mass at 579.67 Da. The total charge is +4.

```
56
Properties=species:S:1:pos:R:3:forces:R:3:lowdin_charge:R:1
Pb 0.579 0.451 -1.040 -0.634 0.028 1.198 1.29
O 1.068 3.168 1.780 -0.540 -1.966 -1.947 0.14
O -3.010 1.916 -0.842 2.677 -1.352 0.636 0.14
N -0.243 -0.821 1.109 -0.758 0.587 -0.215 0.06
N 2.781 0.139 0.464 0.916 -0.592 0.592 0.06
N -2.127 0.174 2.175 -1.476 0.713 1.433 0.00
N 0.146 3.009 -1.779 0.023 1.041 -0.626 0.05
N -1.247 -1.266 -2.024 -0.476 -0.897 -0.305 0.06
N -1.095 -1.787 3.016 -0.753 1.396 -0.491 -0.12
C -0.096 5.432 -2.690 -0.017 0.563 -0.239 0.00
C -2.815 -3.261 -2.616 -0.224 -0.349 -0.119 -0.01
C -1.884 -1.722 4.223 -0.836 0.162 0.827 0.01
C -2.000 1.423 -0.634 -2.876 1.467 -0.738 -0.08
C 1.496 0.916 -4.102 1.131 1.881 0.281 -0.03
C -1.929 -2.165 -2.293 0.609 0.998 0.300 -0.19
C 0.849 2.371 0.995 0.570 2.044 2.052 -0.07
C 4.638 -0.675 2.101 0.367 -0.155 0.300 0.00
C -0.086 -2.822 2.956 0.437 -0.308 -0.443 0.00
C 2.948 -0.970 -2.634 -1.253 -2.164 -0.512 -0.05
C -1.134 -0.817 2.071 2.784 -2.881 -0.097 -0.40
C 3.616 -0.233 1.182 -1.033 0.529 -0.808 -0.18
C -3.534 -0.185 2.032 -0.076 -0.707 -0.888 0.04
C 2.626 1.311 -3.382 -1.404 0.955 -1.298 -0.03
C 1.093 -0.422 -4.089 -0.728 -0.328 -0.871 0.00
C 3.353 0.366 -2.651 1.096 0.468 0.259 -0.01
C 1.816 -1.366 -3.355 1.736 -1.051 1.397 -0.05
C 0.055 4.087 -2.200 0.019 -1.332 0.602 -0.18
C -1.860 1.387 2.936 0.777 0.191 0.183 0.04
H 5.619 -0.658 1.603 -0.259 -0.005 0.182 0.12
H 0.833 5.997 -2.519 -0.306 -0.137 -0.049 0.12
H -0.221 -3.429 2.051 0.048 -0.060 0.206 0.12
H 0.321 -1.679 1.213 -0.218 0.771 -0.199 0.04
H 3.516 -1.709 -2.065 -0.134 0.216 -0.229 0.15
H -0.924 5.913 -2.147 0.246 -0.065 -0.202 0.12
H -4.049 0.569 1.419 0.121 0.081 0.245 0.13
H -2.949 -1.876 4.014 0.220 -0.124 0.197 0.10
H -2.958 -3.308 -3.705 -0.013 -0.007 0.296 0.12
H 0.214 -0.729 -4.659 0.234 0.055 0.087 0.15
H 4.241 0.677 -2.098 -0.169 -0.089 -0.176 0.15
H 0.926 -2.389 2.949 -0.146 -0.100 0.141 0.11
H -2.385 -4.210 -2.265 -0.112 0.258 -0.114 0.12
H -3.625 -1.160 1.534 0.087 0.315 0.207 0.13
H -1.539 -2.526 4.876 -0.314 0.339 0.062 0.12
H -0.833 1.382 3.324 -0.256 -0.060 -0.214 0.12
H -0.321 5.416 -3.768 0.048 0.039 0.352 0.12
H -1.992 2.273 2.299 -0.184 -0.116 0.039 0.13
H 2.950 2.354 -3.393 -0.089 -0.314 -0.052 0.15
H -0.197 -3.455 3.836 0.134 0.013 -0.274 0.12
H -1.749 -0.762 4.741 0.000 -0.291 0.017 0.11
H -4.040 -0.228 3.012 0.279 0.213 -0.152 0.14
H -3.786 -3.100 -2.126 0.237 -0.057 -0.193 0.12
H -2.559 1.464 3.786 -0.004 -0.044 -0.385 0.15
H 0.929 1.648 -4.681 0.208 -0.209 0.142 0.15
H 4.417 -1.699 2.437 0.108 0.290 -0.108 0.11
H 4.657 -0.003 2.971 0.050 -0.166 -0.231 0.12
H 1.504 -2.412 -3.346 0.129 0.310 -0.058 0.15
```
Forces are in eV/Å.

[2]
The following is a quantum chemistry calculation of C19H28NO5Pr as an isolated structure at a distorted geometry, from the Open Molecules 2025 dataset.

The orbital gap (alpha / beta) is 8.26 / 8.28 eV. Its spin multiplicity is 3. The calculation puts the molar mass at 491.34 Da. The expectation value of S² is 2.00.

```
54
Properties=species:S:1:pos:R:3:forces:R:3:lowdin_charge:R:1
Pr 2.989 -0.853 0.031 -0.734 0.422 -0.752 1.34
O 0.417 0.054 0.101 -0.689 -0.291 0.419 -0.20
O 6.220 -2.553 1.654 -0.991 0.906 -0.260 0.12
O -4.126 0.994 1.371 -1.832 0.180 0.684 -0.20
O 4.303 -1.445 1.901 1.792 -0.809 -0.663 -0.15
O 5.335 -1.474 -0.054 0.235 -1.117 2.363 -0.13
N 5.348 -1.856 1.194 -0.371 0.220 -0.705 -0.46
C 4.946 1.110 -0.363 -0.451 0.956 -0.200 -0.19
C -6.432 1.733 1.014 0.566 0.249 0.119 -0.15
C 1.821 -3.533 0.035 0.319 0.267 -0.443 -0.16
C 4.246 1.017 -1.604 -0.140 0.329 0.531 -0.18
C 2.125 -2.550 -2.036 0.119 -0.446 0.445 -0.19
C -5.055 1.471 0.373 0.477 -0.095 -0.514 -0.19
C 1.161 -2.850 -1.024 0.595 -0.096 -0.082 -0.20
C -0.656 -0.488 0.955 0.386 -0.215 0.123 -0.12
C 2.939 1.558 -1.408 0.280 0.077 0.586 -0.20
C -4.819 0.925 2.644 0.508 0.359 0.320 -0.18
C 4.077 1.711 0.597 0.100 -0.156 -0.690 -0.17
C 3.383 -3.075 -1.602 -0.529 -0.151 0.219 -0.19
C 3.202 -3.655 -0.309 -0.593 -0.083 -0.619 -0.19
C -1.757 -0.041 0.019 0.200 -0.071 -0.154 -0.07
C -6.331 1.119 2.423 0.402 -0.496 -0.392 -0.15
C -0.621 0.593 -0.810 -0.598 0.303 -0.351 -0.52
C -0.455 0.058 -2.214 0.125 0.054 -0.215 0.00
C -0.636 2.107 -0.767 0.237 0.282 -0.173 -0.01
C 2.833 1.978 -0.043 0.239 -0.168 -0.497 -0.20
H 0.266 2.490 -1.253 -0.053 0.100 0.081 0.07
H -0.659 2.480 0.262 -0.035 -0.117 -0.130 0.10
H -6.758 1.762 3.193 -0.020 -0.124 -0.088 0.11
H -4.423 1.726 3.293 -0.085 -0.190 -0.228 0.12
H 2.184 1.705 -2.178 0.249 -0.131 0.229 0.09
H 4.673 0.699 -2.555 -0.178 -0.028 0.335 0.11
H -7.225 1.287 0.410 0.038 0.158 0.167 0.11
H -0.684 0.017 1.921 0.241 -0.139 0.085 0.13
H -6.589 2.813 1.088 -0.135 -0.169 -0.083 0.11
H -2.485 0.632 0.477 0.447 -0.207 -0.385 0.08
H -1.501 2.524 -1.309 0.207 -0.326 0.197 0.10
H -4.565 -0.029 3.129 -0.138 0.202 -0.255 0.12
H 6.006 0.906 -0.214 -0.503 -0.149 -0.014 0.12
H 4.296 -3.129 -2.199 -0.306 0.257 0.352 0.12
H 0.086 -2.702 -1.110 0.322 0.121 0.154 0.09
H -4.614 2.375 -0.077 -0.257 -0.164 0.158 0.12
H 4.361 2.020 1.605 -0.171 -0.303 -0.294 0.11
H -0.550 -1.569 1.053 0.123 0.052 0.227 0.11
H 1.970 2.474 0.410 0.374 -0.302 -0.172 0.10
H 3.939 -4.244 0.238 -0.158 0.412 -0.089 0.12
H 0.549 0.305 -2.579 -0.173 -0.109 -0.016 0.08
H -0.586 -1.027 -2.245 0.051 0.213 -0.025 0.07
H 1.919 -2.102 -3.009 0.088 -0.095 0.354 0.11
H -1.185 0.522 -2.894 0.149 -0.118 0.261 0.10
H -2.270 -0.878 -0.462 0.055 0.200 -0.079 0.13
H -6.834 0.148 2.446 -0.008 0.145 0.082 0.11
H 1.336 -3.976 0.908 0.226 0.280 -0.234 0.11
H -5.113 0.719 -0.432 -0.003 0.123 0.316 0.12
```
Forces are in eV/Å.

[3]
The following is a quantum chemistry calculation of C19H29BN8NiP as an isolated structure, from the Open Molecules 2025 dataset.

The orbital gap (alpha / beta) is 9.12 / 5.23 eV. Its spin multiplicity is 4. The calculation puts the molar mass at 469.98 Da. The total charge is +2. The expectation value of S² is 3.76.

```
59
Properties=species:S:1:pos:R:3:forces:R:3:lowdin_charge:R:1
Ni 0.935 1.035 -0.222 -0.002 0.033 -0.030 0.65
P 3.164 1.147 -1.036 0.016 0.004 0.005 0.78
N 0.962 -0.563 1.034 -0.078 -0.097 0.063 0.03
N -2.852 -1.994 1.712 -0.197 -0.227 -0.012 0.20
N -2.620 -1.710 0.485 0.012 -0.116 -0.102 0.06
N -0.117 -1.395 0.938 -0.056 0.211 0.048 0.03
N -0.992 -0.817 -1.337 -0.080 0.265 0.088 0.03
N -0.194 0.221 -1.715 0.075 -0.157 -0.083 0.03
N -0.767 1.578 0.615 -0.098 -0.127 0.034 0.00
N -1.691 0.581 0.652 0.031 0.089 0.024 0.03
C 3.845 -0.532 -1.140 0.057 0.010 -0.004 -0.23
C -0.171 0.249 -3.046 -0.013 0.092 -0.040 -0.30
C -1.339 2.691 1.062 0.110 0.154 -0.018 -0.30
C 0.471 1.358 -3.808 -0.074 0.052 0.032 -0.02
C 1.776 -1.081 1.957 0.066 0.090 -0.011 -0.31
C -4.100 -2.670 1.754 0.336 0.180 -0.051 -0.18
C 0.060 -2.446 1.759 -0.027 0.004 -0.006 -0.04
C 3.523 1.773 -2.699 0.118 0.004 -0.041 -0.26
C -1.425 -1.456 -2.443 0.076 -0.114 -0.005 -0.05
C -0.932 -0.813 -3.549 0.016 -0.009 -0.002 0.02
C -2.671 2.425 1.397 -0.007 0.024 0.003 0.02
C 2.984 -0.368 2.468 0.003 -0.099 0.008 -0.01
C -2.850 1.092 1.121 0.006 -0.082 -0.030 -0.03
C -4.616 -2.746 0.452 -0.141 -0.038 0.023 0.04
C 4.294 2.143 -0.017 0.046 -0.024 0.009 -0.24
C -4.618 -3.124 3.042 -0.014 0.023 -0.016 0.02
C -0.574 3.972 1.144 -0.088 -0.003 0.034 -0.01
C 1.251 -2.291 2.421 0.026 0.027 -0.006 0.02
C -3.703 -2.134 -0.341 0.174 0.204 0.170 0.06
B -1.328 -0.842 0.168 -0.195 -0.270 -0.063 -0.60
H -3.725 -1.912 -1.394 0.018 0.007 0.039 0.13
H 1.682 -2.948 3.156 0.012 -0.015 0.004 0.12
H -0.306 2.005 -4.217 -0.009 -0.024 -0.040 0.10
H 1.060 0.985 -4.645 -0.011 -0.019 0.000 0.10
H -3.396 3.116 1.788 -0.012 0.009 0.003 0.12
H 1.104 1.974 -3.173 -0.163 -0.041 -0.011 0.04
H 4.126 3.197 -0.241 -0.017 0.001 -0.003 0.06
H 2.999 1.190 -3.453 0.134 0.006 0.040 0.03
H 4.135 1.996 1.048 0.008 -0.010 0.016 0.03
H -4.813 -2.251 3.677 -0.011 0.008 -0.004 0.12
H 4.901 -0.476 -1.407 -0.002 -0.038 0.004 0.07
H -5.528 -3.706 2.936 0.001 -0.002 0.003 0.10
H 3.313 -1.073 -1.923 -0.013 0.006 -0.002 0.06
H 3.594 0.049 1.674 0.028 0.011 -0.095 0.03
H 4.597 1.677 -2.867 0.004 0.041 -0.007 0.07
H -1.100 -1.069 -4.581 0.002 0.003 -0.017 0.12
H -0.662 -3.239 1.827 -0.031 0.004 0.008 0.12
H 3.735 -1.087 -0.213 -0.008 -0.010 0.066 0.03
H 3.246 2.822 -2.795 -0.015 0.005 -0.018 0.06
H -3.852 -3.697 3.573 0.011 -0.024 -0.015 0.12
H -3.736 0.489 1.231 0.009 0.004 0.016 0.12
H 2.691 0.445 3.133 -0.024 -0.002 0.002 0.10
H 3.611 -1.051 3.039 -0.017 -0.006 -0.002 0.10
H -1.206 4.765 1.536 0.003 -0.005 0.000 0.09
H 5.329 1.899 -0.261 -0.003 0.011 -0.003 0.07
H -2.014 -2.357 -2.397 0.017 0.020 0.031 0.12
H -0.222 4.286 0.160 0.002 -0.019 -0.012 0.08
H 0.286 3.874 1.808 0.006 -0.015 0.000 0.09
H -5.552 -3.184 0.152 -0.017 -0.013 -0.022 0.14
```
Forces are in eV/Å.

[4]
The following is a quantum chemistry calculation of C19H29Br2N4O4ReS as an isolated structure at a distorted geometry, from the Open Molecules 2025 dataset.

The orbital gap (alpha / beta) is 4.08 / 5.11 eV. Its spin multiplicity is 2. The calculation puts the molar mass at 755.55 Da. The total charge is +3. The expectation value of S² is 1.16.

```
60
Properties=species:S:1:pos:R:3:forces:R:3:lowdin_charge:R:1
Re -0.048 0.071 0.141 0.339 0.324 1.447 1.35
Br -0.712 0.108 -2.528 0.146 0.039 0.046 0.85
Br -1.959 -1.714 -0.361 0.063 0.203 0.212 0.85
S -0.149 -0.829 3.448 -0.621 -1.870 0.576 0.67
O 0.040 0.074 4.527 -0.192 0.445 -0.200 -0.21
O 0.949 -1.512 2.833 -0.153 0.009 0.059 -0.28
O 1.316 -1.469 -0.106 -1.198 1.363 -0.196 -0.23
O 1.541 1.691 -0.001 -1.010 -1.614 0.216 -0.32
N -1.408 1.557 0.692 0.278 -0.601 0.038 -0.08
N 3.359 -1.920 0.844 -0.360 -0.525 -0.401 0.08
N -0.668 0.108 2.107 1.015 -0.185 -2.369 -0.19
N 2.235 -3.489 -0.386 -0.255 0.063 -0.054 0.23
C -2.160 1.950 2.956 0.103 -0.072 -0.107 0.07
C 3.587 -0.678 1.527 0.130 0.461 0.542 -0.04
C -2.810 3.089 2.504 0.148 -0.290 0.027 0.04
C -1.463 1.200 2.012 -0.494 0.924 0.293 -0.38
C -2.473 -4.101 3.399 -0.301 0.249 0.333 0.00
C 1.707 2.373 2.352 0.053 -0.162 -0.431 -0.03
C 2.704 0.868 -1.992 -0.166 0.176 0.274 -0.05
C -1.485 -1.961 3.782 0.688 0.733 -0.134 -0.29
C -2.332 -1.725 4.857 0.168 0.138 0.111 -0.04
C -2.184 -1.104 -2.204 -0.223 -0.134 -0.097 -0.81
C -4.307 -4.944 4.870 -0.392 -0.880 -0.041 -0.02
C 2.282 -2.257 0.139 1.231 -0.797 0.359 -0.52
C -1.553 -3.138 3.045 0.100 -0.072 -0.099 -0.09
C -2.042 2.649 0.268 -0.219 0.586 -0.258 -0.07
C -3.346 -3.898 4.491 0.692 0.856 -0.237 -0.22
C -3.255 -2.691 5.211 0.002 -0.473 -0.426 0.02
C -2.763 3.435 1.152 0.176 -0.186 -0.109 0.02
C 1.560 2.818 0.906 -0.150 0.940 0.948 -0.19
C 1.928 2.013 -1.360 0.352 -0.086 -1.093 -0.23
H 1.448 -3.773 -0.944 0.040 0.098 0.027 0.13
H 2.824 0.040 1.243 0.117 0.025 -0.013 0.05
H -3.896 -2.534 6.067 -0.036 0.027 0.015 0.13
H -3.346 3.714 3.202 -0.054 0.034 0.059 0.14
H 2.743 2.133 2.576 0.073 -0.033 0.074 0.10
H 3.701 0.798 -1.566 0.069 -0.061 0.054 0.10
H -4.994 -5.171 4.048 -0.027 0.212 0.093 0.11
H -3.786 -5.894 5.040 -0.020 0.161 0.180 0.11
H 2.420 3.444 0.642 -0.217 -0.199 -0.155 0.15
H 1.393 3.177 3.013 -0.002 0.075 0.040 0.11
H 2.560 2.904 -1.333 -0.228 -0.053 0.109 0.14
H -2.218 -0.824 5.438 -0.048 0.091 0.140 0.12
H -3.272 4.314 0.795 -0.058 0.092 -0.097 0.14
H 0.647 3.407 0.752 0.162 -0.127 -0.065 0.12
H -2.141 1.667 3.995 -0.063 -0.059 0.161 0.13
H 4.577 -0.295 1.272 -0.132 0.042 -0.057 0.11
H 1.103 1.494 2.571 0.088 0.173 0.096 0.03
H 1.028 2.248 -1.946 0.092 0.147 0.244 0.09
H -2.132 -1.949 -2.890 0.134 0.045 0.193 0.05
H -2.512 -5.037 2.861 -0.013 -0.064 -0.065 0.13
H 3.540 -0.832 2.608 -0.034 0.068 -0.133 0.11
H -4.881 -4.683 5.754 -0.020 -0.044 0.006 0.09
H 2.999 -4.140 -0.311 0.039 0.011 0.078 0.14
H -0.842 -3.297 2.250 0.125 -0.205 -0.121 0.10
H -3.130 -0.571 -2.298 0.200 0.002 0.153 0.05
H 2.198 -0.088 -1.858 0.039 -0.040 -0.100 0.03
H -1.959 2.905 -0.782 -0.009 -0.063 0.038 0.13
H 2.805 1.054 -3.059 0.023 0.038 -0.063 0.11
H 4.058 -2.638 1.003 -0.194 0.042 -0.121 0.18
```
Forces are in eV/Å.

Question: Which value of molar mass does entry 3 give?
Answer: 469.98 Da

Question: Among the records above, which one has the highest molar mass?
Answer: C19H29Br2N4O4ReS